1.
{"formula": "C17H14BrI2N2OPb", "method": "ωB97M-V with the def2-TZVPD basis set", "homo_energy_ha": [-0.0622, -0.0676], "e_tot_ha": -4202.90540, "e_lumo_ev": [1.7, 1.6], "charge": -1, "spin_multiplicity": 1, "species": ["Pb", "Br", "C", "C", "C", "C", "O", "C", "C", "N", "C", "C", "C", "C", "C", "C", "C", "C", "N", "C", "C", "H", "H", "H", "H", "H", "H", "H", "H", "H", "H", "I", "C", "I", "H", "H", "H", "H"], "positions_angstrom": [[-0.167063, -0.230066, -1.195637], [-5.725163, 1.051534, 3.247463], [-4.445263, 1.047334, 1.855163], [-4.853563, 1.212534, 0.538563], [-3.898463, 1.210534, -0.487237], [-2.519863, 1.039234, -0.255937], [-1.661463, 1.071234, -1.197937], [-2.173763, 0.852734, 1.099863], [-0.756963, 0.651934, 1.453763], [-0.030263, -0.231466, 0.851163], [1.323237, -0.330366, 1.216263], [1.709337, -0.570966, 2.545063], [3.055537, -0.664666, 2.888963], [4.026137, -0.533266, 1.899863], [3.650837, -0.323866, 0.561263], [4.603037, -0.200666, -0.461737], [4.187737, 0.000434, -1.773237], [2.830037, 0.064934, -2.018837], [1.894237, -0.056066, -1.060737], [2.284937, -0.233466, 0.210763], [-3.101463, 0.873434, 2.151063], [-5.898963, 1.345834, 0.283663], [-4.230563, 1.349834, -1.515937], [-0.369563, 1.289434, 2.267763], [0.944037, -0.688066, 3.306163], [3.341637, -0.841866, 3.921163], [5.075737, -0.603966, 2.172363], [5.664537, -0.258366, -0.241237], [4.899237, 0.104434, -2.582437], [2.433537, 0.222234, -3.017237], [-2.767163, 0.729134, 3.171163], [-0.479563, -0.457266, -3.939437], [-2.167463, -1.683566, -3.668337], [-2.386563, -1.843266, -1.581937], [-2.019463, -2.666366, -4.126337], [-3.056463, -1.239066, -4.126037], [0.392637, 1.492634, -1.195637], [0.392637, -1.952766, -1.195637]], "forces_ev_per_angstrom": [[3.36, -0.73, -0.97], [-0.21, -0.01, 0.20], [0.70, -0.01, -0.03], [0.40, 0.12, -0.80], [-0.75, -0.04, 0.15], [-2.87, 0.08, 1.47], [-3.52, 2.72, -1.03], [1.87, -0.14, 0.94], [-2.31, 1.73, 1.69], [1.12, -0.55, 2.12], [0.26, -0.66, 0.92], [0.14, 0.13, 0.23], [-0.34, 0.08, -0.31], [-0.28, -0.05, 0.35], [0.69, -0.07, 0.72], [0.86, 0.07, -0.44], [-0.73, 0.03, -0.19], [0.47, -0.09, -0.69], [4.67, -0.18, 0.07], [0.58, -0.22, 0.73], [-0.75, 0.25, -0.50], [0.07, 0.00, 0.12], [0.07, -0.02, 0.16], [0.00, -0.69, -0.16], [0.01, 0.03, -0.11], [-0.04, -0.01, -0.08], [-0.05, 0.03, -0.19], [-0.11, -0.03, 0.14], [-0.06, 0.02, -0.03], [0.17, 0.08, -0.09], [0.01, 0.01, -0.06], [0.14, 0.24, -3.82], [-0.23, -0.38, -0.46], [-4.08, -2.74, 0.32], [0.23, 0.26, 0.31], [0.36, 0.19, 0.34], [0.24, 1.11, -0.77], [-0.09, -0.56, -0.24]]}

---

2.
{"formula": "C17H14BrNO3STm", "method": "ωB97M-V with the def2-TZVPD basis set", "homo_energy_ha": -0.0867, "e_tot_ha": -4994.19455, "e_lumo_ev": 1.5, "charge": -1, "spin_multiplicity": 3, "species": ["C", "C", "C", "H", "C", "C", "H", "H", "H", "H", "Tm", "Br", "C", "C", "C", "H", "C", "C", "H", "H", "H", "H", "O", "C", "N", "S", "O", "O", "C", "C", "C", "C", "C", "C", "H", "H", "H", "H"], "positions_angstrom": [[-0.921746, -1.378156, -3.254667], [-1.651643, -2.552176, -2.912239], [-2.832351, -2.166117, -2.202582], [-1.383341, -3.579850, -3.151365], [-2.811387, -0.731274, -2.096798], [-1.625578, -0.242862, -2.744085], [-1.380151, 0.802683, -2.895883], [0.011665, -1.345807, -3.810061], [-3.665926, -2.814065, -1.904700], [-3.634332, -0.120182, -1.731975], [-0.838840, -1.507916, -0.711527], [1.288017, -2.990286, -0.837062], [3.119648, 1.167398, -1.398105], [2.160908, 1.931624, -2.133586], [1.710841, 1.138098, -3.232963], [1.837355, 2.943274, -1.908341], [2.377001, -0.119397, -3.173292], [3.247467, -0.105382, -2.043241], [3.887117, -0.925600, -1.720318], [3.670909, 1.509652, -0.523747], [0.990550, 1.439534, -3.987722], [2.233098, -0.958883, -3.842524], [-1.926989, -1.164289, 1.119265], [-1.083406, -0.259637, 1.538309], [-0.054683, 0.080477, 0.728754], [1.088068, 1.121146, 1.453175], [2.359856, 0.451266, 1.543102], [0.996336, 2.408405, 0.820731], [0.187467, 1.029922, 2.991358], [0.604553, 1.448871, 4.247770], [-0.244516, 1.169467, 5.329493], [-1.493859, 0.535604, 5.178356], [-1.891655, 0.105678, 3.918418], [-1.013648, 0.348712, 2.849680], [1.562652, 1.963227, 4.370460], [0.076386, 1.444112, 6.334848], [-2.132220, 0.353178, 6.048846], [-2.823624, -0.430448, 3.744201]], "forces_ev_per_angstrom": [[-0.55, 0.05, -0.02], [-0.52, 0.35, -0.07], [0.18, 0.70, -0.36], [0.07, 0.36, 0.07], [0.01, -0.39, -0.73], [-0.84, -0.89, -0.25], [0.23, -0.25, 0.17], [-0.16, 0.04, 0.37], [0.57, 0.29, 0.03], [0.34, -0.13, 0.14], [1.45, -0.19, -1.17], [-0.01, -0.53, 0.28], [-0.43, -0.33, -1.03], [0.35, -0.83, -0.25], [0.39, -0.16, 0.67], [0.04, -0.11, 0.00], [0.19, 0.55, 0.76], [-0.41, 0.83, -0.10], [-0.16, 0.18, -0.06], [-0.18, -0.15, -0.20], [0.03, 0.02, 0.03], [0.06, 0.01, -0.06], [0.25, 1.45, 1.69], [1.03, -0.63, -2.23], [-0.76, 0.13, 0.81], [-0.04, -0.84, -1.71], [-1.20, 0.52, 0.65], [-0.16, -0.54, 1.11], [0.00, 0.33, 1.08], [-0.32, 0.00, 0.04], [-0.04, 0.09, 0.12], [0.37, 0.16, -0.08], [0.56, 0.22, -0.35], [-0.46, -0.26, 1.11], [-0.39, -0.26, 0.07], [-0.08, 0.01, -0.26], [0.33, 0.11, -0.32], [0.27, 0.10, 0.04]]}

---

3.
{"formula": "C17H14Cl5MgO5S", "method": "ωB97M-V with the def2-TZVPD basis set", "homo_energy_ha": [-0.1795, -0.1795], "e_tot_ha": -3930.64594, "e_lumo_ev": [0.8, 0.8], "charge": -1, "spin_multiplicity": 1, "species": ["Mg", "Cl", "C", "C", "C", "C", "O", "C", "C", "O", "C", "H", "H", "H", "H", "Cl", "C", "C", "Cl", "C", "Cl", "C", "O", "C", "O", "C", "Cl", "C", "C", "S", "O", "C", "C", "H", "H", "H", "H", "H", "H", "H", "H", "H", "H"], "positions_angstrom": [[-0.537602, -1.207254, 0.190844], [6.074851, -3.371609, 0.362290], [4.760968, -2.726091, 0.388182], [4.720722, -1.825591, 1.328062], [3.177192, -1.329520, 1.556567], [2.062471, -1.864257, 0.929850], [0.862955, -1.490508, 1.128624], [2.244194, -2.557580, -0.368258], [1.293355, -2.549875, -1.194468], [0.268186, -2.345199, -1.392090], [3.740053, -3.366971, -0.239599], [5.824692, -2.105095, 1.596859], [3.184276, -0.585023, 2.265313], [2.048037, -3.276195, -2.141228], [4.114521, -3.980548, -1.068820], [-7.291866, -0.814605, -0.794191], [-5.380079, -0.786841, -0.144630], [-5.476363, 0.316099, 0.961579], [-6.497931, 1.507624, 1.061719], [-3.864752, 0.574569, 0.964351], [-3.394986, 2.094668, 2.138181], [-2.831409, -0.338866, 0.782937], [-1.470025, -0.220481, 1.459328], [-3.212689, -1.633209, 0.111798], [-2.064729, -2.077221, -0.510744], [-4.268113, -1.355941, -0.394805], [-4.590965, -3.034739, -1.194401], [2.064375, 2.874501, 0.538494], [1.579319, 2.174655, -0.415811], [-0.004374, 1.552108, 0.277301], [-0.377893, 0.711079, -1.076141], [-0.717577, 2.622856, -0.628735], [-1.033629, 2.974230, -1.907970], [2.999748, 2.949756, 0.905865], [2.285619, 2.090517, 1.791564], [1.558695, 3.562257, 0.786304], [2.286552, 1.306533, -0.381393], [1.737269, 2.469475, -1.352083], [-0.766098, 3.785571, 0.317090], [-1.861910, 2.195568, -0.412084], [-0.338056, 3.461011, -2.022372], [-1.958671, 3.581161, -1.850305], [-0.948337, 2.038994, -2.352995]], "forces_ev_per_angstrom": [[-2.86, 0.40, -3.07], [13.87, -8.08, -2.45], [-10.85, 0.32, -1.88], [-6.17, 3.97, 2.98], [6.89, -1.72, 0.42], [0.00, 0.05, -3.64], [3.12, 0.02, 3.25], [11.89, -1.21, 11.49], [14.34, -8.50, -6.39], [-17.60, 4.88, -2.86], [-5.21, 3.47, -4.31], [-1.65, 3.67, 2.57], [-0.89, 1.50, 1.64], [-1.70, 1.02, 0.42], [-1.00, -0.33, 0.22], [3.07, -1.04, 0.12], [-9.46, 7.88, 5.07], [9.47, -5.53, -5.61], [-2.87, 2.96, 0.70], [-1.76, 1.48, 4.04], [-0.54, -1.81, -1.68], [1.90, 0.26, 4.51], [-5.53, 0.67, -2.22], [16.85, 4.44, 3.11], [-3.26, -1.86, 1.72], [-9.32, -6.54, -7.68], [-1.04, -0.16, -1.29], [8.27, -3.83, 8.40], [-0.08, -10.29, -1.76], [3.23, -3.55, -4.02], [1.22, -4.40, 2.72], [-10.35, 6.15, 10.04], [-10.31, -4.85, -1.03], [4.14, 1.30, -0.93], [-1.90, 1.40, -2.51], [-6.53, 9.92, 4.10], [-0.82, -0.38, -0.69], [-0.88, 1.60, -4.17], [0.05, -2.36, -2.53], [2.19, 1.05, 1.07], [12.41, 9.82, -4.89], [0.52, -0.74, -0.84], [-0.83, -1.03, -2.15]]}

---

What is the formula in the first record?
C17H14BrI2N2OPb